# 1
Formula: C30H27FeN4PS3Te
Source: the OMol25 dataset
Level of theory: wB97M-V/def2-TZVPD

Geometry as XYZ:
```
67
Properties=species:S:1:pos:R:3:forces:R:3
Fe -0.17671 -0.18029 -1.29251 0.14 -0.14 0.22
C 1.50910 -5.42342 0.54967 0.05 0.01 -0.01
S -0.01142 -5.01099 -0.31676 -0.04 0.08 -0.03
C 0.38832 -3.48616 -1.11498 0.23 -0.13 0.15
S 1.76848 -2.56265 -0.71940 0.16 0.08 0.07
N -0.46081 -3.18353 -2.05565 -0.26 -0.27 -0.06
N -0.25327 -1.93690 -2.53674 -0.05 0.17 0.13
C -0.27343 -1.75352 -3.79153 -0.05 -0.02 -0.31
C -0.00864 -0.39813 -4.26811 0.03 0.05 -0.02
C -0.07413 -0.06101 -5.61434 -0.02 -0.08 -0.08
C 0.23448 1.22775 -6.00527 -0.02 -0.03 -0.06
C 0.61137 2.15064 -5.04251 0.04 0.05 -0.01
C 0.64515 1.73930 -3.72450 0.08 0.01 0.10
N 0.34253 0.50218 -3.33410 -0.14 0.14 0.05
H 1.32774 -6.39484 1.01249 -0.01 0.04 -0.02
H 2.34142 -5.49926 -0.14621 0.00 -0.01 -0.01
H 1.73868 -4.68834 1.31468 0.00 -0.01 -0.02
H -0.43034 -2.57059 -4.48936 -0.02 0.01 -0.01
H -0.36979 -0.81116 -6.33620 0.01 0.01 0.02
H 0.18530 1.51147 -7.04895 0.00 -0.02 0.02
H 0.87302 3.16628 -5.30358 0.00 -0.01 0.02
H 0.93959 2.42917 -2.94217 -0.03 0.00 0.00
N 0.04544 2.01925 -0.37621 -0.11 0.12 0.13
C -0.58798 2.14340 0.92109 0.04 -0.05 -0.08
C -1.28989 3.28497 1.27093 -0.06 0.02 -0.09
C -1.90195 3.36092 2.51244 -0.10 0.01 -0.01
C -1.81570 2.29930 3.40213 0.02 -0.01 0.01
C -1.11767 1.15465 3.04562 0.05 0.05 0.04
C -0.49772 1.06854 1.80438 -0.08 -0.08 0.03
P 0.39399 -0.37458 1.15005 -0.09 0.02 -0.01
C 2.09111 0.06424 1.66193 0.07 0.04 -0.09
C 3.05243 0.29371 0.67976 0.00 -0.02 0.09
C 4.32301 0.73861 1.02726 -0.04 -0.01 -0.02
C 4.64055 0.95221 2.35950 0.03 0.02 0.00
C 3.68694 0.72954 3.34577 -0.06 -0.02 0.01
C 2.41625 0.29711 2.99850 0.04 -0.03 -0.01
C -0.12561 -1.77573 2.17174 0.06 -0.09 0.08
C 0.80128 -2.61336 2.78814 -0.03 0.05 0.01
C 0.37205 -3.73976 3.47590 -0.02 0.03 0.03
C -0.98064 -4.04163 3.54574 0.00 0.03 -0.01
C -1.90703 -3.21334 2.92678 0.00 0.02 -0.01
C -1.48381 -2.08659 2.23823 0.00 0.01 0.00
H -0.38813 2.68668 -1.00968 0.00 -0.02 -0.03
H 1.03367 2.24431 -0.29085 0.02 0.01 -0.06
H -1.38616 4.09797 0.55783 0.01 -0.01 0.04
H -2.46978 4.24539 2.77423 0.04 -0.02 0.00
H -2.30000 2.35765 4.36916 0.01 0.00 -0.04
H -1.06357 0.31613 3.73079 -0.02 0.01 -0.03
H 2.81084 0.09976 -0.35896 0.01 -0.04 -0.04
H 5.06438 0.90734 0.25624 -0.01 -0.01 0.01
H 5.63183 1.29418 2.63281 -0.04 -0.02 -0.01
H 3.93278 0.89900 4.38714 -0.01 0.00 -0.03
H 1.67108 0.13538 3.76924 0.01 0.01 -0.01
H 1.85946 -2.39187 2.71427 -0.04 -0.04 0.00
H 1.09825 -4.38768 3.95143 0.00 0.01 -0.01
H -1.31320 -4.92429 4.07776 0.01 0.01 -0.01
H -2.96270 -3.45036 2.96752 0.02 0.01 0.00
H -2.20758 -1.45232 1.73774 0.00 0.01 0.00
Te -2.86044 -0.14929 -1.10441 0.16 0.06 -0.13
C -3.19875 1.90758 -1.41267 -0.16 0.08 0.09
C -2.64859 2.76547 -2.32891 0.09 0.03 -0.04
C -3.18066 4.08850 -2.26867 -0.02 -0.02 -0.04
C -4.15155 4.21685 -1.32144 0.06 0.01 -0.01
S -4.39767 2.73502 -0.49675 0.07 -0.01 0.02
H -1.92462 2.44081 -3.06813 -0.02 0.03 0.06
H -2.87470 4.89582 -2.92282 -0.01 -0.05 0.04
H -4.73584 5.09448 -1.08646 0.05 -0.06 0.01
```
Positions in Å, forces in eV/Å.

Computed properties:
Highest occupied orbital energy (alpha / beta)   -6.80 / -6.91 eV
Frontier orbital gap (alpha / beta)   6.3 / 6.3 eV
Multiplicity   5
Lowest unoccupied orbital energy (alpha / beta)   -0.50 / -0.64 eV
Energy   -120984.0922 eV

For each atom in turn, the Löwdin charge in e is: 0.33, -0.44, 0.83, -1.13, 0.56, -0.09, -0.18, -0.08, -0.24, 0.00, -0.04, -0.05, -0.14, 0.05, 0.03, 0.03, -0.01, 0.14, 0.12, 0.11, 0.11, 0.11, 0.03, -0.33, -0.04, -0.07, -0.07, -0.07, -0.31, 0.99, -0.36, -0.13, -0.08, -0.08, -0.07, -0.09, -0.37, -0.11, -0.09, -0.08, -0.07, -0.10, 0.07, 0.10, 0.12, 0.11, 0.11, 0.11, 0.06, 0.10, 0.10, 0.11, 0.11, 0.10, 0.11, 0.10, 0.11, 0.06, 0.81, -1.05, -0.29, -0.21, -0.44, 0.90, 0.07, 0.09, 0.06


# 2
Formula: C30H27FeO3
Source: the OMol25 dataset
Level of theory: wB97M-V/def2-TZVPD

Geometry as XYZ:
```
61
Properties=species:S:1:pos:R:3:forces:R:3
C 0.30253 -3.81304 0.47783 0.35 -0.17 0.22
C -0.60459 -2.83488 -0.20426 -1.23 1.22 -0.45
C -0.45975 -1.45752 -0.02284 -1.57 -3.48 1.53
C -1.70686 -3.46116 -0.97485 2.74 1.24 -0.81
Fe -3.26799 -4.40100 -0.10827 3.11 -1.02 -2.55
C -2.30686 -5.86485 0.42039 2.15 -2.98 0.03
O -1.73168 -6.86917 0.53909 -0.72 1.08 -0.10
C -3.64724 -5.15580 -1.73355 -0.09 -1.99 -3.14
O -3.67290 -5.67927 -2.77319 0.08 0.76 1.33
C -4.09805 -2.68930 0.64534 -0.79 0.53 0.90
C -3.64585 -3.54750 1.70303 -1.63 0.53 1.45
C -4.34237 -4.80268 1.58001 -1.94 1.23 1.60
C -5.21346 -4.71781 0.45054 -1.71 0.62 1.48
C -5.05819 -3.41430 -0.13489 -1.54 0.69 1.00
H 0.30756 -4.76769 -0.05697 0.06 0.08 0.07
H 1.34444 -3.47397 0.58407 -0.31 0.08 -0.03
H -0.09457 -4.01426 1.48565 0.13 -0.01 -0.17
H -1.33553 -0.85771 -0.30070 0.46 0.04 0.10
H 0.22952 -1.13141 0.76176 -0.27 0.19 -0.29
H -2.20704 -2.73933 -1.64254 0.17 -0.19 0.08
H -1.32104 -4.33525 -1.52420 0.17 0.55 -0.21
H -3.82194 -1.64065 0.50962 0.09 -0.54 -0.06
H -2.96034 -3.27324 2.50942 -0.14 -0.19 -0.50
H -4.31853 -5.62405 2.29957 0.26 0.21 -0.45
H -5.94675 -5.47218 0.15243 0.51 0.22 -0.01
H -5.64253 -3.01235 -0.96712 0.40 -0.26 0.26
C 2.76605 6.67762 3.89514 -0.07 -0.06 -0.16
C 3.26969 6.65713 2.58926 -0.15 0.12 0.07
C 2.42546 6.39469 1.50801 -0.15 -0.07 0.35
C 1.08030 6.12726 1.76207 -0.16 -0.70 -0.25
O 0.24741 5.67020 0.73529 -0.06 0.86 0.16
C 0.45239 4.40439 0.19808 0.46 -0.34 0.07
C -0.45037 3.39220 0.55561 0.19 0.89 0.33
C -0.21443 2.10412 0.16708 0.36 -1.14 -0.78
C 0.87077 1.74860 -0.71116 -0.24 1.24 0.27
C 1.04159 0.38578 -1.10020 0.31 0.98 -1.34
C 2.09697 -0.17052 -1.86897 0.89 -0.46 -0.38
C 1.93618 -1.50584 -2.38939 -0.37 0.77 0.31
C 2.84550 -2.04783 -3.27380 0.22 0.20 -0.03
C 3.93542 -1.27878 -3.71570 -0.19 0.10 0.18
C 4.14714 0.00211 -3.18214 0.08 -0.44 -0.05
C 3.30510 0.51250 -2.20633 -0.27 -0.21 -0.04
C 1.64028 2.85371 -1.20069 0.00 -0.64 0.02
C 1.49649 4.13304 -0.69873 -0.62 0.47 0.40
C 0.53694 6.24432 3.04794 0.35 -0.22 -0.25
C 1.39930 6.47124 4.11976 0.06 0.30 -0.12
H 3.43484 6.86198 4.73827 -0.20 -0.08 -0.28
H 4.32953 6.83999 2.40102 -0.31 -0.04 0.12
H 2.79010 6.37413 0.48077 -0.04 -0.06 0.40
H -1.31507 3.65711 1.17120 0.38 -0.14 -0.12
H -0.88542 1.30803 0.50209 0.24 0.24 -0.11
H 0.17817 -0.26156 -1.04693 0.41 0.45 -0.04
H 1.04033 -2.05643 -2.08213 0.38 0.15 -0.12
H 2.69339 -3.06764 -3.63402 0.09 0.33 0.02
H 4.61778 -1.68861 -4.45425 -0.05 0.10 0.06
H 4.98362 0.60728 -3.53437 -0.07 -0.24 0.18
H 3.56454 1.45328 -1.71874 -0.07 -0.48 -0.25
H 2.33380 2.71292 -2.03077 -0.28 0.05 0.46
H 2.16585 4.93565 -1.02342 -0.38 -0.30 0.01
H -0.53633 6.10826 3.18830 0.35 -0.12 -0.04
H 0.99671 6.49008 5.13646 0.17 0.05 -0.35
```
Positions in Å, forces in eV/Å.

Computed properties:
Highest occupied orbital energy (alpha / beta)   -1.51 / -3.92 eV
Frontier orbital gap (alpha / beta)   3.9 / 5.5 eV
Total charge   -1
Multiplicity   5
Lowest unoccupied orbital energy (alpha / beta)   2.36 / 1.58 eV
Energy   -72071.9136 eV

For each atom in turn, the Löwdin charge in e is: -0.09, -0.43, -0.11, -0.21, 0.12, -0.14, 0.08, -0.13, 0.08, -0.18, -0.18, -0.22, -0.21, -0.21, 0.06, 0.07, 0.08, 0.06, 0.07, 0.07, 0.04, 0.10, 0.11, 0.11, 0.11, 0.10, -0.10, -0.08, -0.01, -0.24, -0.02, -0.25, -0.01, -0.01, -0.17, -0.02, -0.18, -0.01, -0.09, -0.11, -0.11, -0.05, -0.03, -0.02, -0.01, -0.09, 0.10, 0.10, 0.11, 0.12, 0.11, 0.02, 0.10, 0.10, 0.09, 0.10, 0.09, 0.09, 0.11, 0.12, 0.10


# 3
Formula: C30H27NO
Source: the OMol25 dataset
Level of theory: wB97M-V/def2-TZVPD

Geometry as XYZ:
```
59
Properties=species:S:1:pos:R:3:forces:R:3
C -3.50271 0.55957 1.45323 -0.24 -0.08 0.06
C -3.08872 0.16349 0.05203 -0.70 -1.73 -0.13
C -1.91113 0.85213 -0.42824 1.49 0.00 0.45
C -1.80606 1.28458 -1.78661 0.40 -0.01 -1.43
C -2.28956 0.45882 -2.83834 0.08 0.30 0.29
C -2.20282 0.86348 -4.16165 0.06 0.36 0.09
C -1.70343 2.13291 -4.47726 0.22 -0.13 0.18
C -1.16641 2.93974 -3.46328 -0.04 -0.11 -0.18
C -1.16685 2.50679 -2.14297 -0.38 -0.58 0.25
O -3.69324 -0.72035 -0.57888 0.66 1.32 0.84
H -3.78737 1.62221 1.48419 0.21 -0.24 0.01
H -4.35952 -0.03659 1.76515 0.08 -0.04 0.01
H -2.66166 0.39562 2.14297 -0.17 0.12 -0.14
H -1.40800 1.47819 0.30702 -0.35 0.10 -0.09
H -2.74918 -0.48918 -2.57393 0.14 0.19 -0.09
H -2.53559 0.18690 -4.94723 -0.03 0.23 0.12
H -1.70290 2.47603 -5.51332 0.06 -0.08 0.31
H -0.73730 3.91335 -3.70826 -0.12 -0.29 0.04
H -0.72025 3.12122 -1.35427 -0.23 -0.12 -0.27
C 3.30714 3.01751 4.17644 -0.07 -0.01 0.08
N 3.51208 1.71186 3.59117 0.68 0.45 0.15
C 4.57765 0.90433 4.14538 -0.32 -0.13 0.06
C 2.56510 1.14640 2.77781 -0.52 -0.29 -0.27
C 1.89872 1.93661 1.80441 0.32 -0.54 -0.12
C 1.13576 1.31392 0.82837 -0.20 -0.33 0.53
C 0.78563 -0.05290 0.96260 0.59 0.31 0.86
C -0.02655 -0.75676 -0.00215 -1.00 0.80 -0.43
C -0.80180 -1.95646 0.31812 -0.43 -0.91 -0.77
C -0.98967 -2.69777 -0.89339 0.04 0.11 0.99
C -1.64972 -3.91633 -0.89357 -0.08 0.31 0.08
C -2.18284 -4.39451 0.30894 0.00 0.30 0.22
C -2.02335 -3.66558 1.49973 0.11 0.09 -0.31
C -1.32301 -2.44804 1.51600 -0.08 -0.02 -0.27
C -0.27516 -2.00127 -1.96257 0.72 0.66 0.01
C 0.35867 -0.84441 -1.40179 -0.47 -0.93 -0.65
C 1.23136 -0.08016 -2.17303 -0.28 -0.06 0.02
C 1.42578 -0.43958 -3.51286 -0.05 -0.18 0.04
C 0.80773 -1.57810 -4.05382 -0.01 0.32 0.08
C -0.03754 -2.37324 -3.27383 -0.10 0.13 0.14
C 1.34197 -0.79623 2.03187 -0.05 0.27 -0.57
C 2.28604 -0.23751 2.86941 0.05 0.64 -0.02
H 2.64606 3.61466 3.54375 0.21 -0.03 0.23
H 2.84638 2.94888 5.17715 0.07 0.03 -0.15
H 4.26847 3.52935 4.27940 -0.14 0.05 -0.05
H 5.00700 0.25372 3.37047 -0.11 0.18 0.17
H 5.35608 1.57858 4.51551 -0.10 -0.21 -0.01
H 4.22737 0.26202 4.96844 0.22 0.11 0.05
H 2.08573 3.01210 1.76625 0.01 -0.45 -0.19
H 0.78440 1.89277 -0.02872 -0.08 -0.19 0.36
H -1.75519 -4.45704 -1.83277 -0.08 -0.06 0.27
H -2.74937 -5.32647 0.31824 0.22 0.22 0.04
H -2.44590 -4.04649 2.42991 0.10 0.06 -0.27
H -1.18024 -1.88937 2.44406 -0.15 -0.23 -0.23
H 1.75783 0.76139 -1.71931 -0.11 -0.19 -0.31
H 2.08415 0.16845 -4.13663 -0.19 -0.23 0.16
H 0.98036 -1.83946 -5.09685 0.01 0.07 0.23
H -0.52381 -3.26907 -3.65921 0.23 0.20 -0.13
H 1.08318 -1.84800 2.14950 0.11 0.29 -0.13
H 2.79621 -0.84673 3.61722 -0.24 0.20 -0.22
```
Positions in Å, forces in eV/Å.

Computed properties:
Highest occupied orbital energy   -6.80 eV
Frontier orbital gap   5.6 eV
Lowest unoccupied orbital energy   -1.23 eV
Energy   -35084.1821 eV

For each atom in turn, the Löwdin charge in e is: -0.01, -0.45, -0.01, -0.22, -0.02, -0.07, -0.09, -0.09, -0.04, 0.05, 0.09, 0.08, 0.08, 0.10, 0.11, 0.11, 0.10, 0.10, 0.11, -0.06, -0.22, -0.07, -0.24, 0.00, -0.03, -0.17, -0.06, -0.13, -0.10, -0.01, -0.07, -0.07, -0.03, -0.11, -0.13, 0.00, -0.07, -0.08, -0.02, -0.01, -0.01, 0.07, 0.09, 0.09, 0.10, 0.08, 0.08, 0.10, 0.10, 0.11, 0.10, 0.10, 0.11, 0.11, 0.10, 0.10, 0.11, 0.11, 0.10


Number 1: strongest force on any atom 0.4 eV/A. Number 2: strongest force on any atom 4.2 eV/A. Number 3: strongest force on any atom 1.9 eV/A.